Molecular formula: C4H13NOS
Method: DFT, wB97M-V/def2-TZVPD

* Kohn-Sham gap (spin up / spin down): 2.1 / 8.4 eV
* spin multiplicity: 2
* energy relative to the best compared isomer or geometry (same formula, charge and spin): 1.311 eV
* F_max: 4.41 eV/A
* total charge: -1
* HOMO energy (spin up / spin down): 0.037 / -0.196 Eh
* LUMO energy (spin up / spin down): 3.12 / 3.09 eV

CARTESIAN COORDINATES (ANGSTROEM)
1 C -1.738 -0.091 0.849
2 C -0.785 0.694 -0.039
3 C 0.692 0.735 0.661
4 S 1.460 2.374 0.142
5 C 2.267 1.902 -1.378
6 N -1.259 -1.505 1.138
7 H -2.648 -0.243 0.233
8 H -2.006 0.365 1.808
9 H -0.984 1.733 0.128
10 H -0.552 0.329 -1.029
11 H 1.357 -0.029 0.225
12 H 0.597 0.642 1.742
13 H 3.291 2.178 -1.613
14 H 2.042 0.814 -1.523
15 H 1.596 2.086 -2.250
16 H -0.711 -1.464 2.020
17 H -2.082 -2.091 1.257
18 H -0.544 -2.297 -0.243
19 H -0.071 -3.530 -1.165
20 O 0.080 -2.603 -0.962